[1]
Molecular formula: C24H25BBrCl2N8NiO2
Method: DFT, wB97M-V/def2-TZVPD

Element x y z (Å)
Ni1 -0.015182 -0.139713 0.191874
C1 -2.298634 -1.644035 2.519751
C2 -2.680009 -1.439640 1.092837
C3 -3.890053 -1.794340 0.485965
C4 -3.772424 -1.396910 -0.827430
N1 -2.562060 -0.847429 -0.987856
N2 -1.887247 -0.872971 0.181572
B1 -1.859543 -0.302585 -2.240275
N3 -1.286683 1.138334 -1.975912
C5 -1.507518 2.282222 -2.642500
C6 -0.686882 3.261616 -2.120334
C7 0.038470 2.629482 -1.104177
C8 1.103966 3.171030 -0.211728
N4 -0.336562 1.355533 -1.038888
N5 -0.639653 -1.237041 -2.482200
C9 -0.321172 -2.102728 -3.455938
C10 0.937565 -2.595757 -3.215887
C11 1.346420 -1.983353 -2.026722
C12 2.663082 -2.171504 -1.356935
N6 0.380107 -1.183282 -1.576143
N7 -2.861329 -0.176082 -3.381660
C13 -2.904023 -0.552536 -4.681872
C14 -4.089042 -0.116997 -5.217420
C15 -4.739699 0.538289 -4.153939
C16 -6.072286 1.215899 -4.147035
N8 -3.999539 0.502328 -3.060296
H1 -2.994758 -2.346180 2.976319
H2 -2.351171 -0.707553 3.077211
H3 -1.288743 -2.040574 2.608117
H4 -4.730952 -2.274621 0.954759
H5 -4.457885 -1.459212 -1.654326
H6 -2.233556 2.319548 -3.434591
H7 -0.615171 4.288981 -2.431736
H8 1.252949 4.232376 -0.402298
H9 2.047312 2.652028 -0.385491
H10 0.844624 3.043469 0.838640
H11 -1.003007 -2.341922 -4.246964
H12 1.492496 -3.300320 -3.810158
H13 3.391610 -2.513227 -2.090981
H14 2.600727 -2.931003 -0.578627
H15 3.020573 -1.245190 -0.915249
H16 -2.090644 -1.050540 -5.171173
H17 -4.431287 -0.243045 -6.230271
H18 -6.542083 1.159128 -5.127654
H19 -5.972939 2.267384 -3.877197
H20 -6.739963 0.750961 -3.421488
Cl1 2.532045 -1.523216 4.025184
C17 2.926142 -1.764687 2.307477
Cl2 3.257951 -3.469284 1.985240
C18 1.768578 -1.221420 1.466982
O1 1.956155 -0.106087 0.909586
O2 0.680912 -1.820635 1.390565
H21 3.825517 -1.196677 2.104634
Br1 -2.199542 3.617589 5.127896
C19 -1.558452 2.533125 3.714340
C20 -2.232448 2.523060 2.504209
C21 -1.761848 1.730281 1.464712
C22 -0.618193 0.967246 1.662791
C23 0.048101 0.962272 2.870439
C24 -0.430386 1.761388 3.908361
H22 -3.123748 3.121141 2.370109
H23 -2.310179 1.703624 0.535422
H24 0.925160 0.364574 3.048920
H25 0.081138 1.772554 4.861549

Atomic forces in eV per Å
Ni -0.06 -0.68 0.05
C 0.01 -0.02 0.01
C 0.06 -0.08 0.02
C -0.01 0.02 -0.04
C -0.02 -0.08 -0.02
N -0.15 0.27 0.04
N 0.00 -0.09 -0.07
B 0.16 0.20 -0.17
N 0.04 -0.15 0.08
C -0.02 -0.01 -0.01
C -0.03 -0.04 -0.02
C 0.07 -0.08 -0.02
C 0.00 0.07 -0.04
N -0.04 0.17 0.06
N 0.07 0.13 0.07
C -0.01 0.00 -0.01
C -0.03 0.00 -0.01
C -0.06 0.02 0.03
C 0.01 -0.03 0.00
N 0.03 -0.07 -0.10
N -0.17 -0.16 0.12
C 0.09 0.14 -0.06
C 0.04 0.00 0.01
C -0.01 0.05 0.04
C -0.03 0.01 -0.02
N 0.03 -0.02 -0.04
H 0.01 0.00 0.01
H 0.02 0.02 0.00
H -0.01 0.04 -0.01
H 0.00 0.00 0.00
H 0.00 0.01 0.05
H -0.03 0.01 -0.03
H 0.01 0.00 0.00
H -0.01 -0.01 -0.02
H -0.01 -0.01 0.03
H -0.02 -0.02 0.02
H -0.07 0.01 -0.05
H 0.00 0.00 0.00
H 0.00 0.00 0.00
H -0.02 0.01 0.02
H 0.01 0.02 -0.01
H 0.08 -0.04 0.00
H -0.01 -0.01 0.00
H 0.02 -0.01 -0.01
H 0.01 0.00 0.01
H 0.00 0.00 0.00
Cl 0.01 0.02 0.00
C 0.00 -0.03 0.01
Cl -0.03 0.00 0.01
C -0.06 0.03 0.02
O 0.07 0.17 -0.13
O 0.10 0.13 0.04
H 0.01 -0.02 -0.03
Br -0.02 0.02 0.02
C 0.02 -0.01 0.00
C -0.05 -0.02 -0.13
C 0.08 0.03 0.36
C 0.00 -0.08 -0.13
C -0.17 0.20 0.04
C 0.08 -0.06 0.03
H 0.01 0.00 0.00
H 0.00 0.03 -0.07
H 0.00 0.03 0.01
H 0.00 -0.01 -0.01

Results
2S+1: 2
LUMO level (spin up / spin down): -1.1 / 0.4 eV
energy above the lowest of the compared OMol25 structures with the same formula, charge and spin: 0.0 kJ/mol
⟨S²⟩: 0.889
net charge: 0
frontier orbital gap (spin up / spin down): 7.821 / 9.378 eV

---

[2]
Molecular formula: C39H47InN6O2S2Sb
Method: DFT, wB97M-V/def2-TZVPD

Element x y z (Å)
In1 12.185507 11.770850 15.842679
C1 8.664685 11.654020 14.305492
C2 8.510504 11.386438 15.760654
C3 7.461549 10.605980 16.220905
C4 7.398465 10.374160 17.599528
C5 8.463801 10.756604 18.440506
C6 8.472177 10.471387 19.839511
C7 9.504220 10.893707 20.593662
C8 10.561330 11.582267 20.001234
C9 10.558289 12.045477 18.668979
S1 11.962996 12.901941 18.079685
C10 9.438783 11.620312 17.864437
N1 9.450214 11.907498 16.589604
H1 7.685378 11.387799 13.824908
H2 9.471840 11.020937 13.854841
H3 8.883224 12.739609 14.009060
H4 6.700739 10.229712 15.460577
H5 6.608627 9.830356 18.035236
H6 7.666622 9.961340 20.246723
H7 9.557529 10.552753 21.642308
H8 11.370367 11.956140 20.532815
N2 11.316229 13.625141 14.593028
N3 12.332914 14.521443 14.335044
C11 13.632769 14.381560 14.800748
O1 14.378560 15.350592 14.781506
O2 13.944639 13.239181 15.280143
H9 10.865188 13.254918 13.753402
H10 10.621651 14.032729 15.253977
H11 12.117814 15.463010 14.054061
S2 18.893797 10.172032 16.643744
C12 18.297263 11.747735 16.464700
N4 19.088592 12.820480 16.721173
C13 18.406857 14.133394 16.445652
C14 16.973297 13.654438 16.356970
N5 17.110971 12.226932 16.104320
H12 20.068134 12.720469 16.708999
H13 18.681541 14.654189 15.503968
H14 18.476444 14.777813 17.326856
H15 16.454672 14.171816 15.534368
H16 16.370883 13.726029 17.330869
H17 16.319637 11.616546 16.146615
C15 15.845328 11.723396 9.262203
C16 14.565900 12.078915 10.034360
C17 13.582352 12.815906 9.401483
C18 12.343713 13.195186 9.993060
C19 12.074072 12.670323 11.244833
C20 13.089243 11.983856 11.918769
C21 14.337166 11.730367 11.383848
Sb1 15.655062 10.565152 12.825760
C22 15.455394 8.647567 11.750313
C23 14.854621 8.504113 10.503812
C24 14.632226 7.258507 9.937409
C25 15.042606 6.110060 10.601927
C26 15.655849 6.164035 11.822562
C27 15.864399 7.476096 12.372392
C28 16.653855 7.459412 13.633452
C29 17.590767 10.944380 11.855607
C30 18.274701 9.801201 11.243327
C31 19.485357 10.035958 10.554877
C32 20.027772 11.296437 10.547960
C33 19.351824 12.342264 11.223680
C34 18.137564 12.200046 11.869278
C35 17.333647 13.324948 12.410846
H18 15.693634 11.484963 8.197646
H19 16.415810 10.870608 9.646831
H20 16.560073 12.562875 9.325381
H21 13.869441 13.176978 8.402619
H22 11.719928 13.939267 9.517735
H23 11.249859 12.980015 11.847087
H24 12.859970 11.550705 12.879051
H25 14.559001 9.417804 9.968967
H26 14.281090 7.153527 8.953510
H27 14.759282 5.133254 10.173481
H28 16.063248 5.230019 12.345215
H29 16.120484 7.592872 14.528091
H30 17.326497 8.424630 13.643718
H31 17.259144 6.585853 13.830271
H32 17.811680 8.844833 11.105564
H33 20.148983 9.239212 10.115977
H34 20.960900 11.440680 10.030665
H35 19.824318 13.296000 11.284048
H36 17.871686 14.316836 12.505729
H37 16.951523 13.109989 13.403790
H38 16.649733 13.554064 11.606511
C36 10.902739 8.728823 15.920194
C37 12.106776 8.992507 15.034810
C38 13.432841 8.576706 15.760911
C39 12.037522 8.149348 13.690160
N6 12.179568 10.369398 14.539529
H39 10.888631 7.709146 16.347294
H40 10.052223 8.825563 15.205670
H41 10.612758 9.476152 16.745274
H42 13.500139 7.533355 15.965461
H43 13.407557 9.138261 16.657220
H44 14.274055 8.843823 15.167940
H45 11.736916 7.138040 13.871015
H46 13.035706 8.077818 13.237111
H47 11.334699 8.585917 13.058751

Atomic forces in eV per Å
In 0.66 1.97 0.82
C -0.48 0.55 -1.67
C 1.70 1.12 0.67
C -1.23 -0.51 0.46
C 1.16 0.05 -1.30
C -0.89 0.98 0.10
C 0.57 0.72 -1.61
C 0.33 -0.82 0.98
C -0.62 1.39 -2.29
C -0.40 -1.37 1.64
S -0.06 0.04 -0.56
C 0.72 -0.86 1.60
N -1.05 -0.12 -3.01
H 0.95 0.24 0.11
H -0.46 0.43 0.46
H -0.35 -1.46 0.77
H 0.99 0.49 1.41
H -0.94 -0.67 0.33
H -1.36 -1.07 0.71
H 0.03 0.54 -0.52
H 1.43 0.12 1.33
N -0.75 0.13 0.94
N 0.00 0.94 -0.90
C 0.62 -1.04 1.32
O 0.09 0.82 -0.66
O -0.70 -0.94 0.20
H 0.26 0.26 0.28
H 0.52 -0.61 -0.69
H -0.27 0.01 -0.01
S -0.68 0.49 -0.28
C 1.36 -0.12 0.22
N -0.79 1.76 -0.29
C 0.14 -1.04 0.68
C -1.69 0.00 0.55
N -0.43 -0.55 -0.35
H 0.92 -0.23 0.06
H 0.31 -0.48 0.61
H 0.47 0.17 -0.41
H -0.28 -0.33 0.60
H 0.87 0.48 -1.33
H -0.42 -0.11 -0.21
C 0.33 0.25 0.16
C 0.49 -0.52 0.30
C -0.52 0.87 -0.72
C 1.45 -0.54 -0.05
C 1.32 0.61 -0.03
C -0.29 -0.34 0.06
C 0.69 -1.07 0.00
Sb -0.43 0.18 -1.43
C -0.27 -0.21 0.36
C -0.42 0.75 -0.48
C 0.98 0.30 0.95
C -0.97 -1.34 -0.51
C 0.72 0.81 0.76
C 0.52 -2.41 0.48
C 2.06 2.91 -0.08
C -0.23 -3.61 -0.50
C 0.28 2.72 -0.39
C 0.17 -1.26 0.51
C -0.92 1.19 0.90
C 1.19 -0.40 -0.66
C 0.85 -0.45 -0.30
C 1.44 1.87 -0.13
H -0.35 0.37 0.31
H -0.48 0.15 0.25
H -0.23 -0.16 -0.17
H -0.51 -0.07 0.29
H -0.21 -0.23 -0.17
H -0.90 -0.04 -0.13
H -0.11 0.08 0.48
H -0.01 -0.53 0.14
H -0.76 0.07 -1.09
H 0.45 0.48 0.06
H -0.78 1.58 -0.74
H -1.35 0.19 1.16
H -0.69 -1.95 0.04
H 0.30 -0.22 -0.51
H -0.26 -0.31 0.49
H -1.30 0.52 0.34
H 0.21 0.38 0.07
H 0.33 0.72 -0.21
H 0.00 -1.19 -0.01
H -0.72 -0.05 -0.16
H -1.15 -0.01 0.40
C -1.76 0.14 -0.04
C 1.62 0.16 -1.26
C -1.68 0.37 -0.85
C 1.27 -0.21 2.14
N -0.18 -1.34 -0.27
H -0.02 0.32 -0.11
H 0.12 -0.29 0.57
H 1.12 -0.91 -1.01
H -0.12 -1.04 0.35
H 0.45 0.51 1.29
H 0.67 0.46 -0.50
H -0.30 -0.90 0.29
H -0.30 0.39 -0.04
H -1.07 0.89 -1.29

Results
LUMO level: 1.9 eV
energy above the lowest of the compared OMol25 structures with the same formula, charge and spin: 72.5 kJ/mol
net charge: -1
frontier orbital gap: 6.100 eV

---

energy above the lowest of the compared OMol25 structures with the same formula, charge and spin of number 2 (C39H47InN6O2S2Sb)? 72.5 kJ/mol